w:
Here is one molecule with the formula C5H4O from the OMol25 dataset. Energies are from ωB97M-V/def2-TZVPD.

Its LUMO energy (alpha / beta) is -0.2 / -0.3 eV. Its SMILES is c1cc2c(o1)C2. Its HOMO energy (alpha / beta) is -7.97 / -7.98 eV. The calculation puts the HOMO-LUMO gap (alpha / beta) at 7.75 / 7.71 eV. For the molar mass, the calculation gives 80.09 g mol⁻¹.

ORCA input file:
```
! RIJCOSX wB97M-V def2-TZVPD def2/J DEFGRID3
* xyz 0 1
O 1.19209 0.99118 0.07040
C -0.68015 -0.38406 -0.45339
C -1.38921 0.71208 0.03116
C -0.05014 1.27291 -0.27990
C 0.35504 -1.12770 -0.13693
C 1.49734 -0.39179 0.01588
H 0.54255 -2.26702 -0.31233
H 2.47698 -0.79083 0.36085
H -1.67311 0.77300 1.19249
H -2.27139 1.21222 -0.48824
*
```

x:
Here is one molecule with the formula C5H4O from the OMol25 dataset. Energies are from ωB97M-V/def2-TZVPD.

Its LUMO energy is 0.6 eV. Its SMILES is O=C[C@]12[C@@H]3[C@H]1[C@@H]32. Its HOMO energy is -8.81 eV. The calculation puts the HOMO-LUMO gap at 9.46 eV. For the molar mass, the calculation gives 80.09 g mol⁻¹.

ORCA input file:
```
! RIJCOSX wB97M-V def2-TZVPD def2/J DEFGRID3
* xyz 0 1
O 2.73844 0.08749 -0.25535
C 1.85949 -0.50595 0.25986
C 0.27092 -0.01581 0.06986
C -0.96632 0.07961 0.87443
C -1.10275 -0.44576 -0.55577
C -0.70320 1.01067 -0.33518
H -1.43680 -0.94808 -1.44283
H -1.57551 0.39074 1.66734
H 1.82120 -1.62905 0.51943
H -0.90548 1.97614 -0.80180
*
```

y:
Here is one molecule with the formula C5H4O from the OMol25 dataset. Energies are from ωB97M-V/def2-TZVPD.

Its LUMO energy is 1.1 eV. Its SMILES is C1=CC1=C1CO1. Its HOMO energy is -7.71 eV. The calculation puts the HOMO-LUMO gap at 8.77 eV. For the molar mass, the calculation gives 80.09 g mol⁻¹.

ORCA input file:
```
! RIJCOSX wB97M-V def2-TZVPD def2/J DEFGRID3
* xyz 0 1
O 1.70968 1.11283 -0.40971
C 1.96921 -0.25281 -0.05456
C -0.59718 0.13531 0.22400
C 0.66331 0.27137 -0.19373
C -1.85349 -0.64074 0.30170
C -1.93165 0.61900 -0.00263
H -2.20621 -1.62944 0.40411
H -2.52832 1.44286 -0.41747
H 2.31494 -0.80293 -0.80831
H 2.45970 -0.25545 0.95660
*
```

Energy above the most stable structure, in kcal/mol: w 32.1; x 12.8; y 0.0